The following is a quantum chemistry calculation of one molecule with the formula C4H3NS, from the Open Molecules 2025 dataset.

Properties
- expectation value of S² = 2.04
- HOMO energy (alpha / beta) (Eh) = -0.2758 / -0.3691

```
! RIJCOSX wB97M-V def2-TZVPD def2/J DEFGRID3
* xyz 0 3
C 1.301 2.245 -2.129
H 0.331 0.799 0.999
H -1.403 -0.620 -0.228
S 2.065 1.728 -0.642
C -0.438 0.534 -1.048
C 0.173 1.527 -1.847
C 0.708 0.432 -0.097
N -1.484 -0.214 -1.173
H 1.080 -0.571 -0.046
*
```

Atom charges from the natural (NBO) analysis, given in e for atoms 1 to 8: number 1, C, carries -0.294; number 2, H, carries 0.250; number 3, H, carries 0.324; number 4, S, carries 0.451; number 5, C, carries 0.088; number 6, C, carries 0.009; number 7, C, carries -0.599; number 8, N, carries -0.477

The following is a quantum chemistry calculation of C23H15CrF5N3SSbSe4 as an isolated structure, from the Open Molecules 2025 dataset.

Properties
- expectation value of S² = 3.87
- HOMO energy (alpha / beta) (Eh) = -0.1356 / -0.1376

```
! RIJCOSX wB97M-V def2-TZVPD def2/J DEFGRID3
* xyz -1 4
C 3.212 0.305 1.063
Se -0.604 -5.068 1.449
C 1.949 -0.203 -4.831
C 2.219 1.618 -3.317
N -1.509 1.381 0.593
Sb -2.010 -3.298 2.314
C 2.013 -1.473 -0.305
F 0.127 -1.625 -4.646
C 3.060 -3.246 -1.500
F 2.391 -0.923 -5.870
Se -3.002 -1.793 0.266
S -1.191 -0.368 -2.304
C 1.038 1.254 -2.693
H -0.656 -4.698 -1.568
C 0.777 -0.548 -4.187
C -0.624 2.018 1.398
C 1.853 2.060 1.984
N 0.899 0.394 0.614
C -2.239 3.654 1.999
H 1.753 2.946 2.591
H 3.959 1.874 2.307
Se -4.419 -0.651 1.745
C -2.692 1.960 0.352
C 3.087 1.454 1.822
C 2.685 0.888 -4.393
C 0.668 -3.070 -1.308
C -3.554 1.486 -0.771
H -4.530 1.964 -0.713
Se -0.398 -1.299 2.506
H 4.135 -1.656 -0.535
C 2.070 -0.220 0.469
Cr -0.811 -0.620 0.141
C 1.806 -3.733 -1.775
F 3.824 1.234 -5.008
C 0.275 0.157 -3.086
F 0.620 2.039 -1.687
C -0.958 3.137 2.132
H -4.070 3.496 0.897
C -3.086 3.088 1.077
H -0.847 -3.373 -2.753
H 1.667 -4.636 -2.352
H 4.168 -0.186 0.964
H -2.551 4.507 2.587
H -0.241 3.596 2.796
N 0.775 -1.956 -0.572
H -3.066 1.745 -1.713
C 0.753 1.492 1.358
F 2.906 2.688 -2.890
H 3.945 -3.750 -1.866
H -3.701 0.411 -0.760
C -0.661 -3.618 -1.705
H -1.473 -3.215 -1.114
C 3.168 -2.084 -0.753
*
```

Atom charges from the natural (NBO) analysis, given in e for atoms 1 to 8: number 1, C, carries -0.214; number 2, Se, carries -0.886; number 3, C, carries 0.262; number 4, C, carries 0.298; number 5, N, carries -0.498; number 6, Sb, carries 0.843; number 7, C, carries 0.166; number 8, F, carries -0.299

The following is a quantum chemistry calculation of a 2-piece molecular cluster, C6H9NO overall, from the Open Molecules 2025 dataset.

Properties
- HOMO energy (Eh) = -0.3326

```
! RIJCOSX wB97M-V def2-TZVPD def2/J DEFGRID3
* xyz 0 1
H -2.028 -1.535 -1.067
H -2.725 1.230 0.598
H 1.766 2.085 -0.452
H 0.065 1.699 1.102
H 2.631 -0.798 -1.628
C 0.388 0.848 0.423
C 1.052 -0.900 0.256
H -3.779 -0.104 -0.184
N -1.742 -0.763 0.163
C -2.832 0.434 -0.187
C 1.581 0.997 -0.472
H -0.644 0.148 -1.408
H 1.158 -2.047 0.026
C 2.017 -0.297 -0.819
C -0.354 -0.265 -0.414
O 0.904 -0.166 1.298
H -2.590 1.092 -1.227
*
```

Atom charges from the natural (NBO) analysis, given in e for atoms 1 to 8: number 1, H, carries 0.286; number 2, H, carries 0.199; number 3, H, carries 0.225; number 4, H, carries 0.215; number 5, H, carries 0.249; number 6, C, carries -0.031; number 7, C, carries 0.095; number 8, H, carries 0.215

Here are the calculated energy relative to the best compared isomer or geometry (same formula, charge and spin) numbers, same order: 207.3; 83.2; 869.7 (kJ/mol).